{
  "formula": "C4H12OS",
  "method": "wB97M-V/def2-TZVPD",
  "multiplicity": 1,
  "e_lumo_ev": 0.834,
  "e_tot_ha": -632.951200,
  "e_homo_ev": -8.90,
  "largest_force_ev_per_a": 3.88,
  "orbital_gap_ev": 9.729,
  "elements": ["C", "C", "C", "C", "S", "H", "H", "H", "H", "H", "H", "H", "H", "H", "H", "O", "H", "H"],
  "coordinates": [[-1.129, 1.048, -0.708], [-1.199, -0.493, -1.218], [-0.021, -1.249, -0.754], [0.328, -2.429, -1.561], [1.502, -3.522, -0.554], [-2.094, 1.468, -0.947], [-0.337, 1.809, -0.909], [-1.077, 0.969, 0.408], [-2.133, -1.091, -1.163], [-1.018, -0.276, -2.239], [0.832, -0.620, -0.679], [-0.035, -1.677, 0.274], [-0.462, -3.179, -1.850], [0.904, -2.224, -2.488], [1.220, -3.919, 0.706], [1.985, 5.033, 4.442], [1.677, 5.384, 5.242], [1.059, 4.967, 3.998]],
  "lowdin_charge": [-0.0923, -0.2327, -0.3881, -0.5131, 0.6283, 0.0447, 0.0804, 0.0675, 0.1261, 0.0822, 0.1025, 0.0993, 0.0797, 0.0841, -0.1686, -0.0749, -0.0157, 0.0906]
}